The following is a DFT calculation (ωB97M-V/def2-TZVPD) of a cluster of 2 separate species, C3H10NOSi in total in a non-equilibrium geometry.

Structure (XYZ):
```
16
Properties=species:S:1:pos:R:3:forces:R:3:mulliken_charge:R:1
C -3.1928 0.3962 -0.1597 1.0 0.3 -1.1 -0.219
C 1.4742 1.5284 0.2283 0.5 1.0 -0.4 -0.933
C 1.2111 -1.5099 0.1502 0.6 0.2 -1.1 -1.062
N -3.8487 -0.2305 0.6677 -1.6 -0.8 3.1 -0.584
O -0.7565 0.0842 -1.1287 -1.0 0.5 -1.7 -0.705
Si 0.1971 0.1184 0.0736 1.8 -0.8 -1.0 0.442
H -2.5397 1.1611 0.1418 0.6 1.2 0.2 0.288
H -4.3466 -0.9683 0.2179 -0.5 -0.8 -0.3 0.236
H -3.1700 0.0619 -1.1492 0.3 0.1 -1.8 0.222
H 1.0995 2.5625 0.5146 0.1 -1.0 -0.9 0.287
H 2.0631 1.2899 1.1295 0.4 -0.2 -0.5 0.250
H 2.1252 1.5539 -0.7525 -1.1 0.1 2.0 0.194
H 1.5935 -1.8513 -0.8456 -0.9 0.1 0.5 0.283
H 2.1435 -1.4480 0.6877 0.3 0.0 1.0 0.328
H 0.4950 -2.2034 0.6079 0.5 -0.2 -0.2 0.190
H -0.5114 -0.1349 1.2602 -0.9 0.4 2.2 -0.216
```
Forces are in eV/Å.

strongest force on any atom	3.6	eV/A
ΔE to the lowest compared entry with this formula, charge and spin	0.477	eV
gap between HOMO and LUMO	8.2	eV
total charge	-1


The following is a DFT calculation (ωB97M-V/def2-TZVPD) of the ion C3H6N with charge +1 in a non-equilibrium geometry.

Structure (XYZ):
```
10
Properties=species:S:1:pos:R:3:forces:R:3:mulliken_charge:R:1
C -0.9454 -1.7296 0.4333 1.8 -0.5 -0.6 -0.825
C -0.2690 -0.3963 0.0954 -1.5 -2.3 1.3 0.322
N 0.2124 0.6186 -0.0787 -1.9 -2.0 -0.5 0.191
C 0.9568 1.6428 -0.5975 2.0 0.3 -0.7 -0.569
H -0.3731 -2.2920 1.2352 0.2 0.7 -1.3 0.320
H -1.8434 -1.5945 1.0095 -0.9 0.6 -0.6 0.321
H -1.0359 -2.3755 -0.5305 0.0 1.3 1.8 0.306
H 0.7142 2.0079 -1.5860 -0.5 -0.6 -0.4 0.315
H 0.8681 2.4641 0.0317 0.3 1.5 1.3 0.297
H 1.9373 1.1729 -0.5589 0.6 0.9 -0.3 0.323
```
Forces are in eV/Å.

strongest force on any atom	3.0	eV/A
SMILES	CC#[N+]C
ΔE to the lowest compared entry with this formula, charge and spin	0.281	eV
gap between HOMO and LUMO	13.7	eV
total charge	+1


The following is a DFT calculation (ωB97M-V/def2-TZVPD) of a structure of composition C2H3ClS2 in a non-equilibrium geometry.

Structure (XYZ):
```
8
Properties=species:S:1:pos:R:3:forces:R:3:mulliken_charge:R:1
C -0.2378 -0.5374 0.2162 -1.8 1.9 1.6 0.218
C 0.0735 0.9996 0.1180 -6.2 0.3 -0.8 -0.494
H 0.7987 -2.3435 -0.2995 -0.4 0.2 -1.0 0.156
H 0.1783 1.3305 1.1346 1.8 0.7 0.2 0.403
H -1.0679 1.5146 -0.0164 3.0 -1.4 0.0 0.283
S 0.6848 -1.1558 -0.9960 1.7 -4.1 -0.3 -0.189
S -1.3780 -1.2656 1.2581 2.1 1.4 -1.4 -0.183
Cl 0.9484 1.4576 -1.4151 -0.2 0.9 1.8 -0.193
```
Forces are in eV/Å.

strongest force on any atom	6.3	eV/A
ΔE to the lowest compared entry with this formula, charge and spin	1.870	eV
gap between HOMO and LUMO	8.3	eV


The following is a DFT calculation (ωB97M-V/def2-TZVPD) of a cluster of 3 separate species, C36H81N3O6P in total in a non-equilibrium geometry.

Structure (XYZ):
```
127
Properties=species:S:1:pos:R:3:forces:R:3:mulliken_charge:R:1
C 3.8770 3.1071 2.6125 -1.1 -1.2 1.1 -0.714
C 2.7657 2.5965 3.3246 1.9 0.9 -0.5 -0.358
P 0.9472 3.0974 2.8909 1.6 2.0 1.7 -0.408
N 1.0340 1.8503 1.6156 -0.2 0.5 -1.2 -0.367
C 1.3077 2.4404 0.2895 0.0 -1.1 -0.1 0.097
C 1.2975 1.2591 -0.7673 -0.1 0.4 0.6 -0.528
O 0.2205 1.8934 3.9370 -1.4 0.6 0.2 -0.577
C -1.1037 1.5325 3.5123 0.8 -0.7 -1.5 0.955
C -2.1017 1.1066 4.6523 0.6 0.0 0.2 -1.321
C -2.9559 -0.1981 4.2696 0.2 0.7 1.2 -0.036
C -4.5133 0.0834 4.2944 -0.3 -0.9 0.3 -0.965
C -5.2838 -0.3087 2.9661 -0.2 1.2 0.4 -1.167
C -4.5299 0.0443 1.6141 -1.4 -1.1 -1.0 1.403
C -4.4563 -1.3006 0.7424 1.0 0.2 0.3 -1.390
C -3.0840 -2.0509 1.0446 -0.4 0.1 -1.0 0.658
C -2.5133 -2.8476 -0.2287 1.2 0.8 1.3 -0.505
C -0.9867 -2.4130 -0.4041 -0.5 0.0 -1.0 0.068
C -0.4397 -2.7177 -1.8759 0.9 0.2 2.3 -0.792
C 1.1373 -2.4680 -1.8294 -0.9 -0.4 -1.6 -0.288
C 1.5845 -1.9220 -3.2507 1.7 -1.2 0.5 -0.439
C 3.1806 -2.0660 -3.3334 -0.6 0.7 0.6 -0.679
C 3.9113 -1.0987 -2.2995 -0.3 -0.6 -0.1 -0.656
C -1.6078 2.6298 2.4334 0.1 0.0 -0.8 0.962
C -3.1160 3.1155 2.5350 -0.1 -0.3 -0.5 -0.469
C -3.6966 3.4112 1.0804 0.1 1.6 0.9 0.822
C -5.2825 3.5330 1.0700 0.3 -0.4 -0.7 -1.584
C -3.0328 4.7790 0.5735 -0.6 -1.0 -0.6 -1.224
O -0.6260 3.6725 2.3751 -1.0 -1.1 0.7 -0.385
H 4.0713 4.1982 2.4666 -1.0 -1.0 -1.0 0.287
H 4.6205 2.3856 2.1687 0.1 0.9 1.5 0.197
H 2.9721 1.8484 4.1432 -0.3 -0.5 -1.7 0.349
H 1.5461 4.1781 2.1229 -0.3 -0.6 -0.5 0.049
H 1.0140 4.0619 3.9797 -0.8 -0.3 0.2 -0.034
H 1.7233 1.1244 1.8353 -0.3 0.5 0.0 0.409
H 2.3061 2.9644 0.2431 -0.8 -0.3 0.1 0.161
H 0.4911 3.1893 0.0952 0.8 -0.6 0.0 -0.071
H 1.7987 1.5847 -1.7227 -0.6 -0.5 0.8 0.247
H 0.2381 0.9200 -0.9376 1.0 0.3 -0.1 0.053
H 1.8431 0.3843 -0.3001 -0.4 1.0 -0.7 -0.040
H -0.8805 0.6256 2.8699 -0.8 0.5 0.6 -0.143
H -1.4807 0.8825 5.5714 -0.5 0.2 -1.1 0.323
H -2.7779 1.9561 4.9641 0.6 -0.8 -0.5 0.364
H -2.5789 -0.6495 3.3180 -0.5 0.5 0.8 -0.010
H -2.7210 -0.9455 5.0867 -0.3 0.6 -1.0 0.523
H -4.9443 -0.5694 5.1157 0.3 0.8 -0.8 0.402
H -4.7419 1.1396 4.6265 0.4 -1.0 -0.6 0.384
H -6.2512 0.2826 2.9639 0.9 -0.7 0.1 0.237
H -5.5996 -1.3913 3.0285 0.6 1.0 -0.3 0.435
H -5.1414 0.7676 0.9946 0.6 -0.6 0.9 0.063
H -3.5268 0.5207 1.7458 -0.8 -0.7 0.0 -0.699
H -4.4814 -1.0946 -0.3629 0.0 0.1 1.0 0.490
H -5.3459 -1.9589 0.9687 0.9 0.7 -0.2 0.235
H -2.3353 -1.2337 1.2679 -0.8 -1.0 0.0 -0.627
H -3.1850 -2.7405 1.9285 0.2 0.8 -0.8 0.386
H -2.5308 -3.9466 0.0072 -0.2 1.0 -0.6 -0.024
H -3.0641 -2.5817 -1.1693 0.3 -0.4 0.9 0.329
H -0.8581 -1.3004 -0.2635 -0.4 -1.0 0.0 0.175
H -0.3464 -2.9068 0.3800 -0.6 0.3 -0.9 -0.028
H -0.9038 -2.0239 -2.6221 0.2 -0.8 0.6 0.392
H -0.6447 -3.8038 -2.0631 0.1 1.0 -0.4 0.199
H 1.6258 -3.4832 -1.7188 -0.3 1.2 0.2 0.201
H 1.4278 -1.7978 -0.9766 -0.3 -0.6 -0.9 0.226
H 1.2592 -0.8686 -3.4483 0.1 -0.9 0.2 0.239
H 1.1877 -2.6555 -4.0160 0.0 1.1 0.7 0.327
H 3.4157 -3.1207 -3.0299 -0.2 0.8 -0.5 0.283
H 3.5735 -1.8812 -4.3692 -0.4 -0.2 0.9 0.369
H 4.6886 -1.7123 -1.7676 -0.4 1.0 -0.6 0.277
H 3.2167 -0.7239 -1.4973 0.6 -0.4 -1.0 0.025
H 4.3328 -0.2090 -2.8327 -0.1 -0.8 0.6 0.240
H -1.5622 2.2008 1.3798 -0.1 -0.4 1.2 -0.392
H -3.7881 2.3133 2.9620 1.0 0.7 -0.2 -0.565
H -3.2231 4.0234 3.1949 0.1 -0.8 -0.7 0.494
H -3.3960 2.6199 0.3441 -0.2 0.5 0.9 0.309
H -5.6415 4.6000 1.1148 0.4 -1.1 0.3 0.437
H -5.6272 3.1268 0.0724 0.1 0.5 1.0 0.318
H -5.7738 2.8957 1.8572 0.5 0.8 -0.6 0.253
H -2.0391 4.5151 0.1132 -0.9 0.6 0.6 0.094
H -3.7300 5.1980 -0.2149 1.0 -0.2 0.7 0.483
H -2.9055 5.5112 1.4125 -0.1 -0.7 -0.8 0.245
C 2.0476 8.2821 -5.1975 -0.2 -0.2 0.1 -0.719
O 1.5980 6.9478 -5.3604 0.3 0.3 -0.2 -0.328
C 2.4851 6.1348 -6.1257 -0.2 -0.5 0.1 -0.828
C 3.1727 5.0969 -5.2458 0.1 0.5 0.2 -0.112
N 4.1453 5.7185 -4.3471 -0.1 -0.2 -0.2 -0.330
C 4.6435 4.8269 -3.2981 -0.1 0.2 0.1 -1.183
C 3.6294 4.2698 -2.2896 0.3 0.0 0.2 0.151
O 3.0778 5.2439 -1.4191 0.0 -0.1 -0.4 -0.447
C 1.9847 5.9701 -1.9510 0.1 0.1 0.4 -0.648
H 1.2248 8.8628 -4.7797 0.0 -0.1 0.0 0.236
H 2.8874 8.3314 -4.4990 0.1 0.1 -0.1 0.301
H 2.3343 8.7239 -6.1562 0.1 0.0 0.0 0.335
H 3.2119 6.7331 -6.6833 0.0 0.1 0.2 0.404
H 1.8650 5.6055 -6.8560 0.0 0.0 0.0 0.390
H 3.6880 4.3687 -5.8804 0.0 0.0 0.0 0.377
H 2.3925 4.5711 -4.6859 -0.1 -0.1 -0.1 0.126
H 3.7184 6.5228 -3.9068 0.0 -0.1 0.0 0.122
H 5.3919 5.3945 -2.7375 0.0 -0.1 0.0 0.399
H 5.1721 3.9910 -3.7694 -0.1 0.0 0.0 0.426
H 4.1716 3.5732 -1.6428 0.0 0.0 0.0 0.463
H 2.8384 3.6791 -2.7653 -0.1 0.1 -0.1 0.043
H 1.3723 5.3675 -2.6267 0.1 0.0 -0.1 0.259
H 2.3376 6.8727 -2.4570 -0.1 0.0 -0.2 0.216
H 1.3591 6.2928 -1.1169 0.1 -0.1 0.0 0.380
C 0.8602 -9.6190 -1.3042 -0.3 0.1 0.1 -0.710
O -0.0192 -9.6993 -0.1947 0.4 -0.1 -0.1 -0.329
C 0.6317 -10.0429 1.0272 -0.4 0.1 0.4 -0.822
C 0.6661 -8.8542 1.9809 0.3 0.1 -0.4 -0.169
N 1.5861 -7.8188 1.5104 -0.2 -0.2 0.2 -0.318
C 1.4704 -6.5473 2.2258 0.0 0.0 -0.3 -0.886
C 0.1303 -5.8031 2.1505 0.3 0.3 0.2 -0.594
O -0.1807 -5.2896 0.8631 -0.1 -0.4 0.2 -0.195
C -0.7712 -6.2259 -0.0222 0.1 0.3 -0.2 -0.701
H 0.2529 -9.5502 -2.2072 0.0 0.0 0.1 0.234
H 1.4856 -8.7239 -1.2463 0.2 -0.1 -0.1 0.295
H 1.4908 -10.5096 -1.3758 0.1 0.0 0.0 0.339
H 1.6326 -10.4510 0.8583 0.0 0.2 -0.1 0.398
H 0.0281 -10.8315 1.4870 0.0 0.0 0.0 0.393
H 0.9869 -9.1934 2.9710 0.0 0.0 0.0 0.400
H -0.3560 -8.4704 2.0655 -0.1 -0.2 0.1 0.157
H 1.4153 -7.6496 0.5279 0.0 0.0 0.0 0.075
H 2.2402 -5.8882 1.8145 -0.1 0.1 0.1 0.395
H 1.7272 -6.7110 3.2777 -0.1 0.0 0.0 0.421
H 0.2141 -4.9280 2.8019 0.0 0.0 -0.1 0.368
H -0.7049 -6.3909 2.5473 0.0 -0.1 -0.1 0.413
H -1.4044 -6.9498 0.4971 0.1 -0.1 0.0 0.358
H -0.0004 -6.7388 -0.6020 -0.1 -0.2 0.0 0.104
H -1.3907 -5.6739 -0.7312 0.0 0.0 0.1 0.351
```
Forces are in eV/Å.

strongest force on any atom	3.1	eV/A
gap between HOMO and LUMO	5.6	eV
total charge	-1


The following is a DFT calculation (ωB97M-V/def2-TZVPD) of a structure of composition C18H31BrCl3F8K2N3O14S in a non-equilibrium geometry.

Structure (XYZ):
```
81
Properties=species:S:1:pos:R:3:forces:R:3:mulliken_charge:R:1
C -2.8995 -1.1040 -4.0738 0.3 -0.1 -0.4 -0.489
O -3.8277 -0.4493 -3.1953 0.5 0.0 0.1 -0.499
C -3.0280 0.1813 -2.2182 -0.6 0.5 0.5 0.051
C -3.8486 1.0759 -1.2412 0.3 -0.4 -0.4 -0.185
C -2.9681 2.1612 -0.5473 -0.5 -1.0 0.6 -0.634
C -1.8367 1.4884 0.3394 -1.5 0.9 -0.5 -0.401
N -0.5937 1.3323 -0.4520 -4.2 -2.8 -3.2 -0.173
N -0.2789 0.0222 -0.8488 0.3 -0.7 1.2 -0.352
C 0.1588 -0.7150 0.0493 -1.3 -1.5 2.5 0.727
O 0.1844 -1.6170 0.8898 -1.4 5.6 -1.8 -0.985
S 0.9241 2.2972 0.3910 3.4 2.6 3.2 1.085
C 0.6755 4.1515 0.1336 0.1 1.7 0.7 -1.320
O 1.0115 2.0953 1.8481 0.0 0.2 0.2 -0.592
O 2.1330 1.9738 -0.3416 0.1 0.0 -0.6 -0.620
H -2.3627 -0.3341 -4.6687 -0.2 -0.4 0.2 0.286
H -2.1454 -1.6978 -3.5201 -0.5 0.3 -0.2 0.191
H -3.4132 -1.7894 -4.7663 -0.1 0.4 0.4 0.341
H -2.2821 0.8198 -2.7502 0.0 -0.4 0.3 0.352
H -2.5412 -0.6079 -1.6045 0.2 0.5 -0.5 0.003
H -4.7357 1.5082 -1.7400 0.5 0.0 0.0 0.435
H -4.2404 0.3947 -0.4674 0.2 0.7 -0.3 -0.476
H -3.6474 2.6652 0.1759 0.4 0.2 -0.5 0.396
H -2.5576 2.8927 -1.3042 -0.2 -0.6 0.7 0.195
H -1.6884 2.1340 1.2362 0.6 -0.3 -0.5 0.341
H -2.2506 0.5387 0.7109 0.5 0.1 -0.2 0.305
H -0.7634 1.8441 -1.3252 0.4 -0.3 0.1 0.531
H 0.2488 4.5899 1.0984 0.5 -0.7 -0.9 0.226
H -0.0805 4.3218 -0.6859 3.3 -2.1 0.6 0.467
H 1.6283 4.6898 -0.0657 -0.4 -0.3 -0.2 0.335
N 4.7816 -3.0880 -1.2727 0.0 -0.1 0.0 0.053
C 3.7956 -2.3809 -0.6343 0.3 0.1 -0.1 -1.283
C 3.4534 -1.3184 -1.4263 0.1 0.1 0.4 0.392
C 4.2584 -1.3874 -2.5898 0.2 0.0 0.0 -0.721
C 5.0629 -2.4887 -2.4678 0.0 0.1 0.1 -0.630
H 5.2257 -3.9146 -0.9202 0.0 0.0 -0.1 0.179
H 3.4280 -2.6962 0.3272 0.6 0.2 0.1 0.658
H 2.7083 -0.5738 -1.1971 0.1 0.1 -0.1 0.570
H 4.2471 -0.7060 -3.4234 -0.1 0.0 0.0 0.403
H 5.8107 -2.8965 -3.1265 0.0 0.0 0.0 0.410
O 1.3515 -1.8184 -3.1180 -0.4 0.1 0.2 -0.445
Cl 0.8815 -3.1784 -3.1991 -0.1 -0.3 -1.4 1.516
O -0.5330 -3.1808 -3.4787 0.1 -0.1 0.3 -0.658
O 1.1172 -3.8462 -1.9221 -0.2 -0.3 -1.7 -0.714
O 1.5843 -3.8733 -4.2355 0.0 0.0 0.2 -0.674
C -4.8132 -2.7325 -0.0247 -0.5 1.7 0.2 -0.155
Cl -5.8788 -3.0415 -1.4154 -0.3 0.3 0.2 -0.161
Cl -5.3011 -1.1859 0.7778 -0.5 0.0 0.6 -0.305
H -4.9235 -3.5342 0.6895 -0.1 0.2 0.1 0.483
H -3.7458 -2.6650 -0.3673 -2.0 1.5 0.8 0.065
K 1.2158 -3.2844 0.1919 1.6 -3.7 0.6 0.961
Br -3.1520 -4.3117 -0.9321 2.8 -4.8 -2.1 -0.733
C 2.2456 -7.3388 -4.5220 0.0 0.1 -0.1 0.867
O 1.1887 -7.7469 -5.0113 0.2 0.0 0.2 -0.489
O 2.3516 -6.7781 -3.3974 0.0 -0.2 0.0 -0.335
O 3.3807 -7.4255 -5.0679 -0.2 0.0 0.1 -0.389
O -0.0431 -0.5885 -6.0538 -0.1 0.1 0.0 -0.650
H 0.1135 -1.4866 -6.3626 0.0 0.0 0.1 0.333
H 0.1030 -0.6427 -5.1013 0.1 -0.2 0.0 0.274
K -1.4581 5.4483 -0.4511 -2.9 2.2 0.1 0.853
C 1.6579 3.5163 4.8581 -0.1 -0.7 -0.4 -0.619
C 1.3978 5.0236 4.6574 -0.5 -0.7 0.6 0.886
C 2.5383 5.9746 5.0287 0.3 0.6 -0.3 0.095
F 2.9003 5.8810 6.3184 -0.1 -0.1 0.0 -0.222
F 2.1463 7.2608 4.8272 -0.2 -0.1 -0.2 -0.277
F 0.2556 5.3609 5.2970 0.1 0.2 0.0 -0.293
F 1.1494 5.2019 3.3247 0.3 0.1 -0.1 -0.322
O 1.1789 2.9100 6.0616 0.2 0.9 0.5 -0.402
C 1.9452 3.0041 7.2158 0.2 -0.5 -1.3 0.738
C 1.2765 3.8582 8.2974 -0.3 0.2 0.5 0.208
F 0.9740 5.0922 7.8505 0.0 -0.1 -0.2 -0.213
F 2.1066 4.0090 9.3547 0.2 -0.2 -0.1 -0.260
F 3.1846 3.4262 6.9105 0.1 0.2 0.4 -0.287
F 2.0803 1.7482 7.6849 -0.2 0.0 0.4 -0.298
H 1.0915 3.0128 4.0738 -0.1 0.1 0.0 0.299
H 2.6968 3.2500 4.6638 0.1 0.2 0.1 0.415
H 3.4165 5.7906 4.4032 -0.1 -0.1 0.0 0.293
H 0.3533 3.3868 8.6412 0.1 -0.2 -0.1 0.234
O -4.0399 -6.9612 -2.9027 -0.2 -0.3 -0.4 -0.347
H -4.4704 -7.7178 -2.4683 0.1 0.0 0.1 0.452
H -3.0810 -7.1170 -3.0313 0.1 0.3 0.2 0.471
H -4.1898 -6.1133 -2.3908 0.6 1.0 0.7 0.228
```
Forces are in eV/Å.

strongest force on any atom	6.0	eV/A
ΔE to the lowest compared entry with this formula, charge and spin	4.479	eV
gap between HOMO and LUMO	1.4	eV


The following is a DFT calculation (ωB97M-V/def2-TZVPD) of a structure of composition C5H8GaO3 in a non-equilibrium geometry.

Structure (XYZ):
```
17
Properties=species:S:1:pos:R:3:forces:R:3:mulliken_charge:R:1
O -1.5551 1.8068 -1.8510 2.8 -1.3 0.2 -0.475
C -3.2733 0.9760 -0.6346 -0.3 -2.0 1.5 -0.183
C -2.7015 0.0404 0.0028 -0.1 1.9 -1.3 -0.109
O -1.3684 -0.3025 -0.1204 0.6 -0.7 0.5 -0.084
C -0.6469 -0.5806 1.0946 -0.3 -0.3 0.6 -0.455
C 0.7696 -0.8977 0.6841 -0.4 -1.2 0.9 -0.468
O 1.2158 0.1430 -0.1896 -0.7 0.5 -0.5 -0.057
C 2.6252 0.1425 -0.4194 1.4 0.1 -0.5 -0.647
Ga -0.1989 0.7513 -1.3418 -3.2 2.3 -0.6 0.589
H -4.2433 1.4046 -0.8594 0.6 0.3 -0.4 0.376
H -1.1141 -1.4381 1.5950 0.2 0.2 0.0 0.405
H -0.6828 0.2998 1.7507 -0.1 -0.2 -0.2 0.368
H 0.8335 -1.8589 0.1531 0.0 0.3 0.1 0.349
H 1.4092 -0.9335 1.5769 -0.1 0.1 -0.3 0.425
H 2.8434 0.9327 -1.1451 0.0 -0.2 0.2 0.321
H 3.1487 0.3454 0.5237 -0.3 0.0 -0.2 0.301
H 2.9390 -0.8313 -0.8196 -0.2 0.3 0.1 0.344
```
Forces are in eV/Å.

strongest force on any atom	4.0	eV/A
ΔE to the lowest compared entry with this formula, charge and spin	1.309	eV
gap between HOMO and LUMO	6.7	eV
total charge	+1


What is the strongest force on any atom in the fourth record? 3.1 eV/A


Among the records above, which one has the highest gap between HOMO and LUMO? C3H6N


Among the records above, which one has the lowest strongest force on any atom? C3H6N


Among the records above, which one has the highest strongest force on any atom? C2H3ClS2